{"formula": "C35H79NO15", "method": "wB97M-V/def2-TZVPD", "orbital_gap_ev": 9.142, "multiplicity": 1, "e_lumo_ev": 0.403, "max_force_ev_per_a": 1.490, "e_above_lowest_ev": 0.000, "species": ["C", "C", "O", "C", "C", "O", "C", "C", "C", "C", "C", "C", "C", "N", "C", "C", "O", "C", "C", "C", "O", "C", "O", "O", "H", "H", "H", "H", "H", "H", "H", "H", "H", "H", "H", "H", "H", "H", "H", "H", "H", "H", "H", "H", "H", "H", "H", "H", "H", "C", "C", "O", "H", "H", "H", "H", "H", "H", "C", "C", "O", "H", "H", "H", "H", "H", "H", "C", "C", "O", "H", "H", "H", "H", "H", "H", "C", "C", "O", "H", "H", "H", "H", "H", "H", "C", "C", "O", "H", "H", "H", "H", "H", "H", "C", "C", "O", "H", "H", "H", "H", "H", "H", "C", "C", "O", "H", "H", "H", "H", "H", "H", "C", "C", "O", "H", "H", "H", "H", "H", "H", "C", "C", "O", "H", "H", "H", "H", "H", "H"], "xyz": [[-4.26189, -0.79266, -1.58697], [-4.27584, 0.32350, -0.56030], [-2.93812, 0.76490, -0.34933], [-2.56861, 0.89448, 0.99526], [-2.19338, -0.40991, 1.67167], [-1.32209, -1.15466, 0.86111], [-0.82890, -2.28501, 1.52477], [0.46857, -2.73103, 0.86203], [1.33561, -3.56590, 1.78734], [0.81478, -4.19469, 2.91624], [1.61469, -4.99344, 3.73096], [2.95390, -5.11738, 3.36718], [3.38724, -4.45063, 2.22406], [2.62592, -3.68619, 1.44760], [0.33767, -3.60991, -0.39881], [0.01794, -2.62813, -1.50312], [-1.38206, -2.48090, -1.65395], [-1.87993, -3.53699, -2.46467], [-2.96173, -4.41942, -1.79194], [-4.36944, -4.26043, -2.39701], [-3.02380, -4.21103, -0.37386], [0.72617, -1.37311, -0.92671], [0.93024, -0.36907, -1.50740], [1.14644, -1.60011, 0.33391], [-4.11168, -1.74006, -1.08105], [-3.41190, -0.66278, -2.25051], [-5.19233, -0.79954, -2.14990], [-4.70957, -0.05066, 0.36715], [-4.86110, 1.17645, -0.89843], [-3.36878, 1.35912, 1.57859], [-1.71888, 1.56978, 1.02223], [-3.08321, -0.99767, 1.93154], [-1.70392, -0.14922, 2.61884], [-0.61956, -2.01449, 2.56511], [-1.55088, -3.10570, 1.50266], [-0.23361, -4.08655, 3.14969], [1.21940, -5.49960, 4.59449], [3.63100, -5.73129, 3.93828], [4.42726, -4.54802, 1.93615], [-0.24921, -4.51927, -0.32424], [1.34277, -3.97443, -0.62533], [0.53183, -2.81544, -2.44239], [-2.30907, -3.09420, -3.36441], [-1.07973, -4.19980, -2.77093], [-2.66852, -5.45643, -1.95234], [-5.02628, -3.89521, -1.61503], [-4.75940, -5.23421, -2.68069], [-4.38544, -3.57478, -3.23587], [-2.89727, -5.06153, 0.04849], [-3.42989, 4.57020, -3.21580], [-3.79553, 3.37190, -2.35976], [-5.16717, 3.00420, -2.53534], [-4.06654, 5.42202, -2.96788], [-2.38750, 4.85598, -3.06581], [-3.57848, 4.35187, -4.27626], [-3.66014, 3.60081, -1.30369], [-3.15816, 2.51614, -2.60064], [-5.29230, 2.78363, -3.46294], [4.03985, -0.31228, 1.42990], [5.24737, -0.05153, 2.30694], [5.00110, -0.48165, 3.65266], [3.16306, 0.20125, 1.82629], [4.21469, 0.02982, 0.41299], [3.80167, -1.37790, 1.40277], [5.46957, 1.01345, 2.34881], [6.13041, -0.56812, 1.91941], [4.80968, -1.42346, 3.62340], [3.20571, 3.28147, 3.20150], [4.41538, 3.53837, 4.08212], [4.17925, 3.10549, 5.41811], [2.33105, 3.79724, 3.59940], [3.38198, 3.62383, 2.17988], [2.97043, 2.21540, 3.17310], [4.63628, 4.60409, 4.12767], [5.29868, 3.02150, 3.69106], [4.00209, 2.15940, 5.38580], [-3.56152, 6.16764, 0.68264], [-3.14062, 5.22447, 1.79198], [-2.21932, 4.25137, 1.31010], [-4.01975, 5.61085, -0.13603], [-4.27495, 6.91116, 1.04383], [-2.69073, 6.68550, 0.27781], [-3.99939, 4.68125, 2.18485], [-2.68162, 5.78067, 2.61681], [-1.45200, 4.72586, 0.97492], [7.34406, 3.09183, -1.37279], [7.42007, 1.92122, -0.40990], [6.21055, 1.16743, -0.39396], [6.51483, 3.74770, -1.10661], [8.26813, 3.67157, -1.36020], [7.17155, 2.74156, -2.39318], [7.57449, 2.27392, 0.60883], [8.25621, 1.26491, -0.67450], [6.06000, 0.83355, -1.28377], [-0.33295, -7.06918, 8.35219], [-0.32074, -6.84960, 6.85153], [0.96304, -7.11741, 6.28607], [0.41084, -6.43473, 8.83429], [-1.31308, -6.84275, 8.77335], [-0.08672, -8.10608, 8.59227], [-0.54967, -5.81099, 6.61609], [-1.07080, -7.48343, 6.36730], [1.18062, -8.03546, 6.47237], [1.57117, 4.96481, -1.63386], [0.08526, 4.80828, -1.37468], [-0.53884, 6.07875, -1.15377], [2.05248, 5.46279, -0.79159], [2.04587, 3.99494, -1.78673], [1.74436, 5.57833, -2.52144], [-0.08326, 4.21052, -0.48090], [-0.40297, 4.30509, -2.21417], [-0.40216, 6.60612, -1.94618], [2.81804, -6.12480, -4.37642], [1.33761, -6.37586, -4.16148], [0.62892, -5.16489, -3.89552], [3.25128, -5.63912, -3.50163], [3.35125, -7.05847, -4.55931], [2.97742, -5.46452, -5.23202], [1.18018, -7.01919, -3.29735], [0.90204, -6.86679, -5.03764], [0.74459, -4.58538, -4.65547], [-5.12468, 7.65461, -5.45943], [-3.60825, 7.59570, -5.44176], [-3.12469, 6.53388, -6.26327], [-5.54264, 6.70899, -5.11292], [-5.49624, 8.45709, -4.82043], [-5.49212, 7.82473, -6.47434], [-3.24833, 7.40700, -4.43177], [-3.18051, 8.54273, -5.78801], [-3.43414, 6.70190, -7.15808]], "forces_ev_per_a": [[0.01, 0.09, 0.20], [0.29, -0.02, -0.16], [-0.12, -0.10, 0.07], [0.19, 0.08, -0.03], [-0.29, 0.06, 0.07], [0.03, -0.05, 0.02], [-0.03, 0.34, 0.04], [0.22, -1.36, -0.56], [0.69, 0.47, 0.68], [-0.23, -0.17, 0.06], [0.50, 0.40, -0.81], [-0.59, 0.12, -0.08], [0.16, -0.09, 0.23], [-0.35, -0.22, 0.20], [0.68, -0.37, -0.73], [-0.19, 0.16, 1.18], [0.37, 0.02, -0.57], [-0.33, 0.15, 0.17], [-0.42, -0.02, 0.09], [0.25, -0.18, 0.51], [0.20, 0.10, -0.10], [-1.10, -0.72, -0.07], [0.50, 1.20, -0.62], [0.29, 0.16, 0.61], [-0.03, -0.24, -0.03], [0.00, 0.14, -0.21], [-0.08, -0.16, -0.10], [-0.06, 0.07, 0.19], [-0.13, 0.08, -0.05], [-0.04, 0.12, 0.13], [0.12, 0.07, -0.07], [-0.08, -0.13, -0.14], [0.05, -0.02, 0.10], [0.05, -0.06, 0.11], [-0.14, -0.05, 0.04], [-0.07, 0.04, 0.07], [-0.05, -0.10, 0.14], [0.13, -0.02, 0.05], [0.06, 0.07, -0.13], [-0.60, 0.23, 0.09], [0.18, 0.05, 0.28], [-0.16, -0.27, -0.22], [-0.02, 0.05, -0.11], [0.23, 0.02, -0.08], [0.19, -0.09, -0.09], [-0.12, 0.26, 0.02], [-0.08, -0.03, -0.29], [-0.09, 0.02, -0.18], [-0.04, -0.05, 0.09], [-0.13, 0.00, -0.03], [0.02, 0.00, -0.25], [-0.01, 0.10, 0.12], [0.03, 0.02, 0.06], [-0.03, 0.01, -0.01], [0.09, 0.01, -0.02], [-0.06, -0.11, 0.04], [0.09, 0.03, 0.11], [-0.01, -0.01, -0.01], [-0.01, -0.05, 0.09], [-0.25, -0.32, -0.01], [0.12, 0.26, 0.08], [0.00, 0.03, -0.03], [-0.03, 0.01, -0.02], [0.02, 0.01, -0.06], [0.04, 0.00, 0.10], [0.03, 0.10, -0.08], [-0.07, -0.01, 0.00], [0.00, 0.04, -0.01], [-0.16, -0.33, 0.04], [0.02, 0.15, 0.03], [0.03, 0.06, 0.00], [-0.01, -0.04, -0.02], [0.07, -0.02, -0.06], [0.02, 0.00, 0.10], [0.01, 0.10, -0.12], [0.05, -0.03, 0.01], [-0.05, 0.07, -0.03], [0.19, 0.14, -0.16], [-0.07, -0.15, 0.12], [-0.04, 0.00, 0.04], [0.00, -0.01, 0.01], [0.00, 0.03, 0.01], [0.05, -0.09, 0.01], [-0.12, 0.03, 0.05], [-0.03, 0.06, -0.07], [-0.08, 0.01, 0.03], [-0.07, -0.06, -0.24], [0.15, 0.12, 0.04], [0.02, 0.02, 0.03], [0.01, -0.01, -0.01], [0.07, -0.01, -0.01], [-0.03, -0.05, 0.04], [0.07, 0.06, 0.07], [-0.05, -0.01, 0.00], [0.09, 0.04, 0.00], [0.07, -0.24, 0.09], [-0.09, 0.12, 0.00], [-0.02, 0.04, 0.00], [-0.01, -0.02, 0.00], [-0.07, -0.02, 0.00], [0.04, 0.01, -0.06], [-0.07, 0.08, 0.00], [0.05, -0.01, -0.01], [0.01, 0.01, 0.05], [0.13, 0.27, -0.23], [0.00, -0.23, 0.15], [0.00, -0.03, 0.03], [-0.01, -0.01, -0.01], [-0.01, -0.06, -0.05], [-0.06, -0.02, 0.00], [0.03, -0.13, 0.07], [-0.02, 0.06, 0.01], [-0.01, 0.07, 0.07], [0.08, 0.16, -0.17], [0.07, -0.14, 0.04], [0.00, -0.04, 0.02], [0.00, 0.00, -0.02], [0.00, -0.05, -0.04], [-0.06, 0.03, 0.03], [0.01, -0.09, 0.04], [-0.02, 0.04, 0.01], [0.01, -0.04, 0.04], [-0.17, -0.02, -0.30], [0.07, 0.01, 0.19], [0.02, 0.01, 0.05], [-0.01, 0.01, -0.02], [0.00, 0.07, 0.01], [0.09, -0.08, -0.03], [-0.02, 0.05, 0.12], [0.02, -0.05, -0.04]]}